# C33H80Br2F3N2O16S2

A structure of composition C33H80Br2F3N2O16S2 (the ωB97M-V functional and the def2-TZVPD basis, OMol25).

XYZ file:
```
138
Properties=species:S:1:pos:R:3:forces:R:3
H -9.047 -1.443 -1.959 -0.02 0.00 0.02
O 4.511 -2.047 -4.370 0.01 0.03 0.01
H -1.514 1.257 -0.736 0.00 -0.05 -0.05
C 6.068 6.258 1.346 0.00 -0.03 -0.02
O 4.384 10.377 -0.579 -0.05 0.00 -0.03
H -6.640 -2.409 -0.328 0.01 -0.01 0.00
H -6.756 -6.589 1.918 -0.02 0.03 0.01
H 4.791 7.509 0.137 -0.05 0.00 -0.02
H -3.245 2.351 0.693 -0.05 -0.02 0.00
H 3.431 2.004 9.203 -0.01 -0.01 0.01
C 2.856 0.695 7.583 0.00 -0.04 0.00
C 4.244 3.476 -2.436 0.08 0.02 -0.08
C -2.270 -1.944 -1.484 0.29 0.19 -0.15
N -4.058 -4.972 -1.348 -0.06 -0.37 -0.18
H 4.672 -0.275 -1.482 0.00 -0.02 0.01
H -5.235 -8.277 2.155 0.13 0.16 -0.04
C 4.096 -1.618 -3.069 0.00 -0.01 0.11
C -7.797 -8.374 2.522 0.02 -0.03 0.05
H 5.976 5.389 2.003 0.03 0.02 0.04
O 1.927 -3.804 -3.227 0.03 -0.07 -0.10
O 4.121 5.601 0.053 -0.06 0.15 -0.01
H 2.493 9.060 -2.021 -0.03 0.00 -0.01
H 0.759 -3.116 4.828 0.03 -0.02 0.03
H 3.673 4.364 -4.319 -0.02 0.03 0.01
H 2.210 -6.393 -3.963 -0.02 -0.01 -0.01
H 7.467 4.213 -1.438 -0.08 -0.05 0.04
C -4.617 6.694 -0.014 0.01 0.00 -0.03
H 9.509 1.964 -1.087 -0.01 -0.04 -0.03
H -4.421 7.651 0.483 -0.01 -0.01 0.03
H -2.238 -0.873 -1.716 0.09 -0.16 -0.05
C 4.706 6.658 0.811 0.09 -0.17 0.09
O -5.206 -7.053 -0.644 0.31 0.10 0.01
H 0.215 -4.103 -4.367 -0.08 0.00 0.01
O -6.392 -0.870 -1.602 -0.06 0.10 0.03
C -1.999 -1.976 0.020 -0.01 0.09 0.11
H 6.036 -1.027 -2.320 -0.01 -0.01 0.05
C -3.236 1.868 -1.407 0.00 -0.09 0.02
H -3.743 0.903 -1.289 -0.04 0.02 -0.02
H 4.657 10.096 -1.459 0.04 0.00 0.04
C 3.848 1.610 8.276 0.03 0.01 -0.08
H -0.249 -9.056 0.064 -0.03 0.06 0.02
H 0.168 -7.742 2.148 -0.10 0.04 -0.06
H 8.066 1.886 -2.121 -0.04 0.03 0.02
H -1.386 -5.837 2.700 -0.03 -0.06 -0.09
H 3.107 -1.186 -3.212 -0.02 -0.01 0.03
H -5.087 6.032 0.712 -0.01 0.01 0.02
C -6.771 -7.281 2.767 -0.10 -0.01 -0.27
C -0.666 -7.485 1.501 -0.21 -0.20 -0.47
H -5.736 5.946 -1.695 -0.01 0.00 0.01
H -5.052 7.554 -1.949 -0.01 0.02 0.01
H -8.059 -2.868 -2.313 0.00 -0.02 0.02
C 8.175 3.629 -0.842 0.12 0.07 -0.17
O -2.224 -4.447 -3.042 -0.17 -0.16 -0.20
H 5.372 -2.467 -4.280 -0.04 -0.02 -0.02
C -2.570 -6.151 0.923 0.02 -0.70 0.08
H 1.504 -0.773 5.226 -0.04 0.00 -0.02
C 8.817 2.550 -1.693 0.04 0.01 0.09
H 2.389 8.582 -0.326 -0.03 -0.01 -0.01
O 9.151 4.495 -0.258 -0.05 -0.01 0.03
C -5.525 6.901 -1.212 0.04 -0.06 -0.03
N -1.880 -7.949 -0.522 -0.18 0.15 -0.12
F -0.374 -2.419 1.721 -0.04 0.05 -0.25
H -4.657 2.947 -0.189 -0.01 -0.02 0.00
H 2.422 -3.424 -3.962 0.01 -0.03 0.01
H -8.795 -7.956 2.376 0.00 0.02 -0.01
H 3.979 -2.487 -2.416 -0.05 0.03 0.03
H -3.282 -5.352 1.094 0.26 -0.47 -0.04
C -2.688 -6.936 -0.229 0.39 0.07 0.46
C 0.926 -4.674 -3.765 0.09 0.06 -0.01
C -7.260 -1.622 -0.757 0.03 0.02 0.04
C 0.443 -1.009 5.132 -0.13 0.01 -0.01
Br -3.297 -2.938 1.067 -0.07 0.54 0.21
H 4.149 -0.313 6.523 -0.02 0.01 -0.03
H 4.037 6.944 1.630 0.02 0.07 0.00
H 9.385 2.997 -2.513 -0.02 -0.01 -0.02
H -7.536 -8.943 1.628 -0.02 0.02 -0.02
O -3.394 6.059 -0.363 0.01 0.20 -0.04
H 5.830 3.364 -3.568 -0.02 -0.04 0.00
Br -0.228 -4.258 -0.233 0.17 0.35 -0.07
S -4.035 -6.567 -1.358 -0.60 -0.01 -0.21
H 4.525 4.414 -1.954 -0.08 0.00 0.05
H -7.826 -9.063 3.369 -0.02 0.00 0.00
H 7.630 3.190 -0.008 -0.02 0.01 0.01
F -2.024 -0.664 0.505 0.05 -0.18 -0.04
H 0.733 -6.468 -4.943 -0.01 0.01 0.00
H 1.945 1.236 7.330 -0.02 -0.01 0.02
H -2.933 6.616 -0.999 0.00 -0.03 0.01
H 9.641 4.909 -0.976 0.00 -0.01 0.03
C 5.038 -0.600 -2.458 0.07 0.00 -0.18
H -6.469 7.358 -0.912 0.00 0.01 0.01
H 3.816 2.821 -1.677 0.01 -0.01 0.02
H -1.492 -2.648 4.508 -0.08 -0.03 -0.01
H -1.434 -2.404 -2.022 -0.11 -0.02 0.15
O 5.419 2.804 -2.901 0.03 0.02 -0.05
H 2.578 -0.133 8.244 -0.04 0.01 0.00
H -7.030 -6.715 3.662 0.12 -0.01 0.05
H 0.474 -2.667 6.513 0.03 0.00 0.00
H 4.030 4.834 0.628 -0.01 0.00 -0.03
H 0.378 -5.059 -2.911 -0.09 -0.01 -0.03
C -0.893 -8.220 0.326 0.11 0.48 0.67
C -1.528 -6.434 1.803 -0.31 -0.26 -0.24
O -5.474 -7.818 2.969 -0.03 -0.10 0.09
H -3.093 3.758 -0.371 -0.05 -0.04 0.00
H -9.055 -2.820 -0.849 0.01 0.00 0.01
O -3.749 -7.145 -2.646 0.04 0.03 0.36
H 6.735 5.984 0.528 0.03 0.02 0.01
C 3.242 3.720 -3.547 0.05 -0.07 -0.05
H -7.614 -0.988 0.065 -0.01 -0.05 0.03
C 1.521 -5.809 -4.576 0.10 0.03 0.04
H 4.110 2.445 7.627 -0.01 0.01 0.01
H 4.766 1.071 8.521 -0.01 0.00 0.02
C 2.195 9.396 -1.025 0.08 -0.07 0.03
H -3.723 -1.975 -3.016 -0.05 0.08 0.21
O 3.349 0.192 6.346 0.15 0.04 0.07
C -0.578 -2.480 0.381 0.11 0.23 0.00
H -6.903 -0.157 -1.998 0.02 -0.04 -0.02
C -3.578 2.790 -0.252 0.13 -0.06 0.01
H 2.346 4.207 -3.159 0.00 0.01 0.01
C 0.176 -2.460 5.484 -0.01 -0.03 -0.05
H -3.562 2.301 -2.354 -0.02 0.00 -0.01
O -4.609 -4.158 -3.694 0.37 -0.17 0.25
H 6.530 7.065 1.916 -0.03 0.02 0.00
H 5.133 0.277 -3.098 -0.01 0.03 0.03
H 0.130 -0.801 4.105 0.03 -0.02 -0.01
H 2.774 11.456 -1.316 -0.03 0.02 0.03
O -1.203 -2.803 5.415 0.06 0.07 -0.07
H -4.445 -2.281 -1.444 0.11 -0.10 -0.10
H -0.124 -0.351 5.793 0.02 0.00 0.01
F 0.307 -1.619 -0.180 -0.15 -0.19 0.12
H 2.952 2.780 -4.017 -0.02 0.00 0.02
H 2.709 10.958 0.376 0.00 0.00 0.01
C 2.982 10.630 -0.626 0.02 -0.03 -0.08
S -3.599 -4.180 -2.652 0.10 0.35 0.09
C -8.426 -2.225 -1.513 0.06 0.01 -0.11
H 1.122 9.593 -1.043 0.00 0.04 0.01
H 2.077 -5.424 -5.436 -0.03 -0.01 -0.02
O -1.832 1.671 -1.548 -0.01 0.04 0.07
C -3.567 -2.486 -2.058 -0.34 0.24 -0.24
```
Positions in Å, forces in eV/Å.

Computed properties:
Charge = -1
HOMO level = -5.91 eV
Energy = -8862.64076 hartree
Gap between HOMO and LUMO = 7.48 eV
E_LUMO = 1.57 eV
Largest force on an atom = 0.84 eV Å⁻¹

Results of the Löwdin charge analysis, in e, for atoms 1 through 99:
1 H 0.07
2 O -0.09
3 H 0.06
4 C -0.08
5 O -0.09
6 H 0.11
7 H 0.11
8 H 0.10
9 H 0.08
10 H 0.07
11 C -0.33
12 C -0.31
13 C -0.19
14 N -0.35
15 H 0.08
16 H 0.08
17 C -0.33
18 C -0.10
19 H 0.08
20 O -0.11
21 O -0.10
22 H 0.08
23 H 0.11
24 H 0.07
25 H 0.07
26 H 0.10
27 C -0.32
28 H 0.07
29 H 0.11
30 H 0.11
31 C -0.32
32 O -0.34
33 H 0.11
34 O -0.09
35 C -0.75
36 H 0.07
37 C -0.32
38 H 0.10
39 H 0.08
40 C -0.10
41 H 0.10
42 H 0.09
43 H 0.07
44 H 0.11
45 H 0.11
46 H 0.11
47 C -0.33
48 C -0.08
49 H 0.07
50 H 0.07
51 H 0.08
52 C -0.33
53 O -0.36
54 H 0.08
55 C -0.16
56 H 0.05
57 C -0.09
58 H 0.07
59 O -0.09
60 C -0.09
61 N 0.10
62 F 0.00
63 H 0.07
64 H 0.05
65 H 0.07
66 H 0.11
67 H 0.00
68 C -0.34
69 C -0.33
70 C -0.32
71 C -0.09
72 Br 0.95
73 H 0.08
74 H 0.11
75 H 0.07
76 H 0.07
77 O -0.09
78 H 0.08
79 Br 1.02
80 S 0.52
81 H 0.08
82 H 0.07
83 H 0.11
84 F -0.05
85 H 0.08
86 H 0.11
87 H 0.08
88 H 0.08
89 C -0.09
90 H 0.07
91 H 0.11
92 H 0.07
93 H 0.10
94 O -0.10
95 H 0.11
96 H 0.11
97 H 0.11
98 H 0.09
99 H 0.05